# 1
A structure of composition C15H23F9NO3P2Ti in a non-equilibrium geometry. Source: the Open Molecules 2025 dataset; level of theory: ωB97M-V with the def2-TZVPD basis set.

Computed properties:
Charge: +3
Orbital gap (spin up / spin down), eV: 6.9153 / 6.9181
Multiplicity: 1
Energy relative to the best compared isomer or geometry (same formula, charge and spin), kJ/mol: 37.4
LUMO energy (spin up / spin down), hartree: -0.464 / -0.464
DFT total energy, eV: -89684.0868

Cartesian coordinates (Å):
Ti  -0.140729  0.355300  0.809862
P  -0.156127  2.620619  -0.288954
C  -1.976248  2.548012  0.025864
C  -2.543780  1.350110  -0.677154
N  -1.818935  0.189238  -0.642331
C  -2.367530  -0.932944  -1.187491
C  -3.556307  -0.865958  -1.890728
C  -4.289050  0.318371  -1.928571
C  -3.789615  1.432389  -1.273339
C  -1.714518  -2.319132  -1.128581
P  -0.829910  -2.643180  0.395785
H  -4.323661  2.380163  -1.251038
H  -3.876423  -1.790133  -2.386246
H  -5.216618  0.350169  -2.497902
H  -2.443816  -3.115377  -1.297664
H  -0.986343  -2.409393  -1.941514
H  -2.079287  2.461357  1.164120
H  -2.419052  3.490966  -0.332101
H  1.249790  -1.221741  5.045298
O  -1.260119  1.080602  2.127871
H  -1.478772  0.711494  3.014424
H  -0.235575  -1.272401  0.180656
O  1.528685  -1.597582  4.198851
H  1.067723  -1.134599  3.461517
C  -1.910008  -3.225745  1.719232
H  -2.491634  -4.145541  1.527999
H  -1.308372  -3.440061  2.616582
H  -2.637628  -2.451078  1.994514
C  0.510827  -3.794319  0.156926
H  1.214957  -3.627078  0.975965
H  0.264341  -4.860625  0.158609
H  1.053471  -3.602318  -0.768554
C  -0.104336  3.228043  -1.959729
H  -0.417880  4.276882  -1.967325
H  0.921308  3.132278  -2.321666
H  -0.770409  2.638692  -2.596308
C  0.482366  3.899812  0.817849
H  1.575585  3.768152  0.848107
H  0.233566  4.887421  0.406080
H  0.076226  3.779431  1.834193
F  4.048055  -0.832953  1.760522
C  3.845109  -1.107342  0.452322
F  5.064373  -1.207029  -0.155592
F  3.250165  -2.330913  0.424413
C  2.920146  -0.030056  -0.185127
O  1.664332  0.042476  0.430143
C  3.676151  1.316521  0.023723
F  4.989502  1.281637  -0.320810
F  3.087189  2.314849  -0.714399
F  3.576930  1.691431  1.328554
C  2.781079  -0.323559  -1.686691
F  3.923684  -0.206116  -2.401820
F  2.282555  -1.576952  -1.873024
F  1.854570  0.517711  -2.225323

Forces on atoms 1 to 2 (eV/Å):
Ti 0.6 3.2 -0.2
P -1.7 0.7 1.0

These are the Löwdin partial charges, in e, on atoms 1 to 2: 1.0620, 0.9329

# 2
A structure of composition C15H23LiN3O7Si in a non-equilibrium geometry. Source: the Open Molecules 2025 dataset; level of theory: ωB97M-V with the def2-TZVPD basis set.

Computed properties:
Charge: -1
Orbital gap, eV: 5.2053
Multiplicity: 1
Energy relative to the best compared isomer or geometry (same formula, charge and spin), kJ/mol: 0.0
LUMO energy, hartree: 0.058
DFT total energy, eV: -42808.2797

Cartesian coordinates (Å):
Li  0.030730  -0.832904  0.271303
O  -0.935698  -7.716458  0.750874
N  0.236740  -7.397856  0.854164
O  1.134042  -8.193914  1.070152
C  0.568788  -5.989321  0.780858
C  -0.439113  -5.062470  0.557451
C  -0.088504  -3.748658  0.515021
C  1.244098  -3.228833  0.633164
O  1.492397  -1.998879  0.530651
C  2.199934  -4.259604  0.855119
C  1.892522  -5.582696  0.928934
N  3.605811  -3.837430  1.000294
O  4.236693  -3.669010  -0.019552
O  3.967811  -3.505630  2.107938
N  -1.029449  -2.651036  0.240640
O  -1.283980  -2.387195  -0.916830
O  -1.326127  -1.903936  1.167976
H  -1.461177  -5.391480  0.432260
H  2.658329  -6.326756  1.096948
C  -1.726265  2.222001  1.529699
Si  -0.517046  1.758387  0.107327
C  0.893625  3.094135  0.316492
C  0.424449  4.548643  0.457038
C  1.909895  3.004639  -0.828121
C  1.620302  2.716331  1.614471
C  -1.645692  2.093225  -1.477919
C  -2.804239  1.091558  -1.403125
C  -2.274560  3.494034  -1.568896
C  -0.871411  1.822237  -2.772176
H  -2.175000  3.224407  1.445647
H  -1.207590  2.168658  2.494863
H  -2.543948  1.491226  1.571146
H  -0.016829  4.929582  -0.462789
H  1.278881  5.204042  0.701991
H  -0.316050  4.660394  1.258506
H  1.487731  3.352269  -1.776269
H  2.256982  1.974120  -0.973598
H  2.789890  3.632271  -0.610025
H  0.968719  2.817376  2.489899
H  2.489095  3.377011  1.767428
H  1.981450  1.681207  1.583872
H  -3.417949  1.245847  -0.507598
H  -2.449833  0.054879  -1.390329
H  -3.460747  1.211879  -2.282063
H  -2.827460  3.748760  -0.656274
H  -2.988095  3.542192  -2.410994
H  -1.529399  4.270970  -1.739110
H  -0.374898  0.844391  -2.742204
H  -0.103457  2.579212  -2.955252
H  -1.554403  1.828184  -3.639004

Forces on atoms 1 to 2 (eV/Å):
Li 0.7 1.3 -0.1
O -0.1 0.0 -0.2

These are the Löwdin partial charges, in e, on atoms 1 to 2: 0.5028, 0.0519

# 3
The ion C15H23N2O2 with charge +1 in a non-equilibrium geometry. Source: the Open Molecules 2025 dataset; level of theory: ωB97M-V with the def2-TZVPD basis set.

Computed properties:
Charge: +1
Orbital gap, eV: 8.1721
Multiplicity: 1
Energy relative to the best compared isomer or geometry (same formula, charge and spin), kJ/mol: 381.0
LUMO energy, hartree: -0.163
DFT total energy, eV: -22993.9960
SMILES: CC(C)=N[N@H+](CCCC(=O)O)CCc1ccccc1

Cartesian coordinates (Å):
C  2.012759  0.776038  2.424972
C  0.606408  0.831812  1.876348
C  0.188493  2.124634  1.236746
N  -0.187511  -0.213972  2.020565
N  -0.394371  -0.957665  0.798452
C  -1.871672  -1.282473  0.670306
C  -2.542569  -0.327278  -0.340068
C  -3.955883  0.098945  0.130717
C  -4.473287  1.224054  -0.736037
O  -4.437341  2.387035  -0.399857
O  -5.015293  0.894790  -1.981488
C  0.482744  -2.156154  0.742683
C  1.175615  -2.315565  -0.613933
C  1.938048  -1.073321  -1.024827
C  1.300809  -0.110265  -1.785877
C  1.903397  1.068751  -2.166070
C  3.208627  1.300235  -1.773624
C  3.842019  0.330163  -1.040558
C  3.244325  -0.843763  -0.640556
H  2.604719  1.530907  1.906815
H  2.404797  -0.232465  2.300882
H  1.976278  0.985824  3.505028
H  1.059541  2.777337  1.138823
H  -0.560700  2.660508  1.826926
H  -0.192856  1.993207  0.212968
H  -0.186494  -0.308107  0.029175
H  -2.314713  -1.122708  1.651533
H  -2.013167  -2.295718  0.295346
H  -2.575077  -0.798846  -1.328237
H  -1.974243  0.606150  -0.471394
H  -4.584879  -0.795709  0.111002
H  -3.872840  0.472736  1.153572
H  -4.317226  1.074659  -2.625415
H  -0.087215  -3.060934  0.965957
H  1.242253  -2.106626  1.522544
H  0.507135  -2.671392  -1.404969
H  1.918720  -3.113191  -0.494547
H  0.267596  -0.293262  -2.089075
H  1.325935  1.784653  -2.740787
H  3.676371  2.233951  -2.061898
H  4.879579  0.491665  -0.756373
H  3.791169  -1.568642  -0.045769

Forces on atoms 1 to 2 (eV/Å):
C -1.1 0.4 0.9
C -0.1 0.2 0.2

These are the Löwdin partial charges, in e, on atoms 1 to 2: 0.0081, -0.2917

# 4
The molecule C15H23N3O3S. Source: the Open Molecules 2025 dataset; level of theory: ωB97M-V with the def2-TZVPD basis set.

Computed properties:
Charge: 0
Orbital gap, eV: 9.2115
Multiplicity: 1
Energy relative to the best compared isomer or geometry (same formula, charge and spin), kJ/mol: 69.5
LUMO energy, hartree: 0.015
DFT total energy, eV: -37377.4237
SMILES: CCOC(=O)N1CCC(NCCNC(=O)c2cccs2)CC1

Cartesian coordinates (Å):
C  -5.246068  -2.146365  1.802444
C  -5.430989  -2.105961  0.291922
O  -4.297658  -1.545891  -0.366494
C  -4.235641  -0.190510  -0.372549
O  -5.076857  0.520651  0.127090
N  -3.150815  0.269342  -1.033761
C  -2.087334  -0.562816  -1.546051
C  -0.799402  -0.322712  -0.755789
C  -0.433996  1.173535  -0.810296
N  0.821045  1.537178  -0.180072
C  0.966250  1.301718  1.241888
C  2.400704  1.620896  1.664929
N  3.329225  0.636003  1.164996
C  4.359170  0.945603  0.340712
O  4.601342  2.077706  -0.031367
C  5.187673  -0.196409  -0.084825
C  6.312252  -0.109624  -0.857535
C  6.908642  -1.360013  -1.111356
C  6.232854  -2.386988  -0.532924
S  4.854213  -1.849793  0.334719
C  -1.602933  1.981774  -0.240796
C  -2.868489  1.688650  -1.045968
H  -6.100801  -2.635268  2.261142
H  -4.341942  -2.694368  2.058325
H  -5.170262  -1.132889  2.188379
H  -6.317757  -1.515776  0.039283
H  -5.523723  -3.112924  -0.121321
H  -2.393221  -1.606172  -1.483956
H  -1.923729  -0.303227  -2.599380
H  0.007756  -0.925916  -1.177454
H  -0.958385  -0.629622  0.279546
H  -0.316114  1.451357  -1.866520
H  1.593065  1.102201  -0.674589
H  0.287959  1.972095  1.774529
H  0.733853  0.264220  1.543247
H  2.705238  2.580608  1.242780
H  2.462417  1.665250  2.757553
H  3.186437  -0.322470  1.444671
H  6.682916  0.831613  -1.220161
H  7.800201  -1.490936  -1.697639
H  6.456072  -3.435270  -0.560050
H  -1.368075  3.044662  -0.283220
H  -1.778013  1.704378  0.799287
H  -3.731369  2.201059  -0.618673
H  -2.735693  2.011428  -2.084697

Forces on atoms 1 to 2 (eV/Å):
C 0.1 0.1 -0.4
C -0.4 0.0 0.3

These are the Löwdin partial charges, in e, on atoms 1 to 2: -0.0642, -0.2224

# 5
The molecule C15H23N3OS2. Source: the Open Molecules 2025 dataset; level of theory: ωB97M-V with the def2-TZVPD basis set.

Computed properties:
Charge: 0
Orbital gap, eV: 9.1296
Multiplicity: 1
Energy relative to the best compared isomer or geometry (same formula, charge and spin), kJ/mol: 42.8
LUMO energy, hartree: 0.026
DFT total energy, eV: -44117.3341
SMILES: CCCc1cc(C(=O)NNC(=S)NC2CCCCC2)cs1

Cartesian coordinates (Å):
C  5.966302  2.273275  0.457901
C  6.759029  0.976059  0.546684
C  5.974199  -0.216818  -0.017214
C  4.749389  -0.497274  0.781328
C  3.457676  -0.219073  0.472968
C  2.541894  -0.597247  1.495861
C  1.081380  -0.446705  1.472019
O  0.322667  -0.902378  2.317089
N  0.596592  0.303574  0.449997
N  -0.782146  0.415987  0.319333
C  -1.314784  0.602159  -0.907759
S  -0.329226  0.923797  -2.211583
N  -2.650143  0.610697  -1.044239
C  -3.638691  0.289293  -0.035281
C  -4.982801  0.908908  -0.428009
C  -5.598769  0.231129  -1.650503
C  -5.732795  -1.271305  -1.423809
C  -4.373959  -1.881786  -1.096339
C  -3.783362  -1.229483  0.150414
C  3.179043  -1.160124  2.566462
S  4.872107  -1.228808  2.355043
H  5.042995  2.198739  1.027948
H  6.548566  3.101528  0.853957
H  5.712961  2.495368  -0.576474
H  7.014798  0.771617  1.588645
H  7.689749  1.078151  -0.014435
H  5.682478  -0.004942  -1.047966
H  6.620047  -1.098003  -0.016001
H  3.176316  0.230876  -0.462167
H  1.078241  0.540725  -0.415968
H  -1.253969  -0.057597  1.085350
H  -2.977348  0.768371  -1.984827
H  -3.310219  0.741466  0.909776
H  -5.664213  0.804293  0.418157
H  -4.845784  1.975360  -0.617988
H  -6.579353  0.668829  -1.845807
H  -4.983460  0.408968  -2.535539
H  -6.149121  -1.744676  -2.314580
H  -6.420205  -1.453604  -0.594651
H  -4.477620  -2.955356  -0.930551
H  -3.694032  -1.740900  -1.939335
H  -4.437728  -1.412992  1.004602
H  -2.810628  -1.672829  0.373037
H  2.723926  -1.527269  3.464456

Forces on atoms 1 to 2 (eV/Å):
C 0.2 -0.1 0.1
C -0.1 0.1 -0.2

These are the Löwdin partial charges, in e, on atoms 1 to 2: -0.1043, -0.2629

- The lowest DFT total energy belongs to which entry?
  C15H23F9NO3P2Ti

- energy relative to the best compared isomer or geometry (same formula, charge and spin) of number 1 (C15H23F9NO3P2Ti)?
  37.4 kJ/mol

- Which of these has the lowest charge?
  C15H23LiN3O7Si

- Look up the multiplicity of the fifth one.
  1